348
Properties=species:S:1:pos:R:3 method="wB97M-V/def2-TZVPD" orbital_gap_ha=0.27829 homo_ev=-16.14 charge=+6 energy_ha=-6831.6521 mol_weight_g_mol=1904.8 lumo_ev=-8.57 largest_force_ev_per_a=4.21
C 13.078 20.919 27.553
C 12.553 19.545 27.662
C 11.898 19.293 26.320
N 11.066 18.080 26.121
C 10.678 18.105 24.743
C 9.910 18.043 27.101
C 10.204 16.820 28.005
C 11.642 16.361 27.742
C 11.926 16.815 26.371
H 13.586 21.220 28.491
H 12.285 21.610 27.354
H 13.801 20.980 26.727
H 11.783 19.472 28.411
H 13.316 18.797 27.931
H 12.639 19.171 25.580
H 11.272 20.192 26.059
H 11.620 17.942 24.217
H 10.228 19.111 24.507
H 10.006 17.267 24.545
H 8.964 17.871 26.597
H 9.946 18.982 27.668
H 9.591 16.038 27.569
H 9.851 16.969 29.059
H 11.701 15.248 27.885
H 12.269 16.801 28.525
H 11.501 16.077 25.672
H 12.927 17.089 26.027
C 19.424 15.499 22.995
C 20.857 15.907 22.662
C 20.939 17.405 22.482
N 22.283 17.969 22.218
C 22.856 17.481 20.904
C 23.363 17.781 23.281
C 24.233 19.014 23.112
C 23.441 20.096 22.305
C 22.103 19.400 22.084
H 18.840 15.638 22.091
H 19.027 16.044 23.804
H 19.418 14.447 23.321
H 21.326 15.379 21.809
H 21.554 15.578 23.445
H 20.571 17.872 23.412
H 20.325 17.779 21.681
H 23.803 17.899 20.783
H 22.250 17.752 20.073
H 22.901 16.368 20.946
H 23.882 16.819 23.228
H 22.937 17.776 24.272
H 25.204 18.938 22.641
H 24.502 19.347 24.081
H 23.984 20.295 21.328
H 23.399 21.001 22.878
H 21.705 19.599 21.065
H 21.278 19.726 22.753
C 19.386 25.052 26.774
C 18.673 25.137 25.429
C 17.377 25.905 25.629
N 16.451 25.827 24.489
C 16.742 26.830 23.411
C 15.115 25.857 25.076
C 14.875 24.460 25.707
C 15.799 23.478 24.844
C 16.425 24.454 23.791
H 19.417 25.994 27.253
H 20.338 24.584 26.733
H 18.876 24.373 27.447
H 18.447 24.117 25.107
H 19.286 25.603 24.639
H 17.546 26.960 25.866
H 16.905 25.606 26.529
H 17.692 26.503 22.921
H 17.010 27.801 23.924
H 15.926 26.970 22.662
H 14.388 26.163 24.296
H 15.058 26.653 25.845
H 13.866 24.249 25.470
H 15.108 24.401 26.795
H 15.135 22.840 24.272
H 16.442 22.913 25.482
H 15.829 24.567 22.862
H 17.466 24.158 23.485
C 16.803 22.423 14.187
N 17.770 23.364 13.579
C 18.175 24.500 14.548
C 19.080 22.613 13.199
C 17.190 24.074 12.378
C 16.527 23.323 11.243
O 17.568 22.459 10.737
H 16.717 21.503 13.643
H 15.849 22.968 14.136
H 17.189 22.325 15.253
H 18.810 25.151 13.996
H 18.538 24.162 15.487
H 17.188 24.953 14.739
H 19.611 22.514 14.165
H 19.658 23.239 12.529
H 18.772 21.754 12.674
H 18.081 24.565 11.950
H 16.460 24.866 12.665
H 16.254 24.100 10.564
H 15.685 22.678 11.457
H 17.240 21.942 10.004
C 16.108 15.384 19.165
N 15.567 16.484 20.006
C 14.240 16.113 20.593
C 16.545 16.676 21.158
C 15.391 17.720 19.137
C 14.458 17.660 17.948
O 13.100 17.717 18.316
H 15.436 14.922 18.509
H 16.474 14.602 19.835
H 16.988 15.779 18.645
H 13.709 16.974 21.092
H 14.406 15.375 21.380
H 13.603 15.781 19.738
H 16.490 15.815 21.807
H 16.166 17.567 21.703
H 17.497 16.859 20.691
H 16.385 17.909 18.718
H 15.088 18.540 19.796
H 14.701 16.834 17.295
H 14.736 18.541 17.398
H 12.607 17.406 17.556
C 10.320 22.623 21.902
N 11.654 23.193 21.555
C 11.536 23.789 20.199
C 11.997 24.305 22.480
C 12.787 22.171 21.439
C 13.181 21.464 22.881
O 12.248 20.444 23.181
H 9.600 23.419 21.770
H 10.219 22.169 22.872
H 10.192 21.921 21.098
H 10.719 24.506 20.234
H 11.236 22.974 19.452
H 12.491 24.239 19.943
H 11.145 24.983 22.432
H 12.968 24.706 22.164
H 12.006 23.970 23.525
H 13.745 22.590 21.106
H 12.341 21.438 20.764
H 13.224 22.259 23.640
H 14.296 21.067 22.721
H 12.816 19.713 23.589
C 17.781 20.838 39.430
C 17.681 22.286 38.914
C 18.946 22.636 38.150
C 19.104 21.838 36.784
P 20.673 22.239 36.026
C 22.123 21.691 37.014
C 21.979 20.322 37.709
C 22.266 19.101 36.803
C 23.569 19.144 36.013
C 20.774 21.473 34.389
C 19.615 21.865 33.456
C 19.786 21.181 32.066
C 18.753 21.410 30.986
C 20.956 23.999 35.662
C 22.351 24.244 35.123
C 22.436 25.410 34.183
C 21.707 25.204 32.851
H 17.503 20.101 38.674
H 17.033 20.682 40.210
H 18.763 20.722 39.782
H 17.587 22.899 39.791
H 16.781 22.535 38.323
H 19.813 22.319 38.699
H 19.001 23.704 37.969
H 18.239 22.009 36.154
H 19.148 20.813 37.099
H 22.225 22.453 37.825
H 22.977 21.761 36.364
H 20.982 20.265 38.147
H 22.764 20.332 38.521
H 21.366 18.800 36.225
H 22.449 18.252 37.509
H 24.350 19.652 36.627
H 23.489 19.562 35.041
H 23.971 18.136 35.741
H 20.698 20.409 34.678
H 21.734 21.560 33.918
H 19.568 22.927 33.274
H 18.616 21.523 33.867
H 19.971 20.092 32.157
H 20.801 21.528 31.687
H 17.729 21.486 31.418
H 18.816 20.649 30.234
H 18.890 22.364 30.496
H 20.826 24.684 36.522
H 20.174 24.227 34.913
H 22.850 23.430 34.637
H 23.053 24.452 35.929
H 23.501 25.589 33.957
H 22.026 26.299 34.659
H 21.716 26.121 32.246
H 20.671 24.813 32.896
H 22.296 24.524 32.322
C 21.426 23.929 20.452
C 22.394 24.965 19.977
C 23.829 24.599 20.124
C 24.864 25.643 19.708
P 24.971 27.296 20.470
C 26.680 27.789 20.192
C 27.651 26.840 20.993
C 29.095 26.981 20.556
C 30.081 26.384 21.530
C 23.912 28.451 19.589
C 24.185 29.954 19.647
C 23.093 30.682 18.815
C 23.331 32.177 18.831
C 24.528 27.254 22.200
C 25.150 26.186 23.142
C 24.417 26.347 24.507
C 22.980 25.703 24.485
H 21.684 22.951 20.081
H 20.379 24.194 20.181
H 21.416 23.889 21.595
H 22.157 25.885 20.467
H 22.179 25.102 18.888
H 24.027 23.722 19.465
H 24.028 24.227 21.128
H 24.919 25.809 18.615
H 25.875 25.261 19.916
H 26.852 28.871 20.460
H 26.789 27.590 19.127
H 27.308 25.788 20.908
H 27.568 27.074 22.085
H 29.229 28.085 20.440
H 29.285 26.564 19.551
H 30.138 26.959 22.490
H 31.125 26.379 21.124
H 29.763 25.329 21.781
H 22.908 28.176 19.968
H 23.908 28.107 18.553
H 25.145 30.294 19.211
H 24.245 30.372 20.668
H 22.113 30.297 19.202
H 23.230 30.332 17.795
H 23.512 32.611 19.812
H 22.505 32.759 18.485
H 24.138 32.489 18.193
H 23.464 27.362 22.150
H 24.883 28.243 22.442
H 26.250 26.440 23.252
H 25.079 25.194 22.683
H 24.378 27.395 24.737
H 25.056 25.920 25.291
H 22.490 26.099 23.633
H 22.392 25.927 25.349
H 22.994 24.597 24.447
C 19.529 10.330 24.364
C 18.564 11.270 25.235
C 19.362 12.129 26.279
C 18.411 13.134 26.910
P 18.973 13.916 28.459
C 17.384 14.530 29.199
C 16.357 13.403 29.577
C 16.535 12.849 30.979
C 15.568 11.664 31.324
C 19.859 12.724 29.495
C 20.202 13.312 30.872
C 20.935 12.206 31.693
C 19.964 11.239 32.346
C 19.971 15.354 28.145
C 21.166 15.255 27.238
C 22.332 14.595 27.968
C 23.488 14.195 27.095
H 20.552 10.755 24.296
H 19.173 10.120 23.351
H 19.672 9.369 24.833
H 17.853 10.609 25.805
H 18.055 11.971 24.558
H 20.198 12.623 25.805
H 19.762 11.347 26.937
H 17.444 12.680 27.073
H 18.270 13.927 26.230
H 16.923 15.099 28.387
H 17.524 15.176 30.081
H 16.365 12.556 28.862
H 15.415 13.900 29.590
H 16.467 13.659 31.719
H 17.562 12.434 31.179
H 16.002 10.706 31.081
H 14.569 11.809 30.841
H 15.387 11.721 32.400
H 20.796 12.459 28.961
H 19.208 11.828 29.557
H 19.428 13.676 31.550
H 20.888 14.187 30.690
H 21.558 12.735 32.462
H 21.684 11.632 31.118
H 20.472 10.614 33.102
H 19.463 10.623 31.629
H 19.167 11.807 32.863
H 20.236 15.754 29.141
H 19.274 16.052 27.670
H 21.393 16.275 26.947
H 20.862 14.747 26.365
H 21.996 13.737 28.523
H 22.697 15.256 28.740
H 23.104 13.537 26.312
H 24.249 13.570 27.623
H 24.066 15.064 26.735
C 20.418 19.387 18.386
O 20.461 20.770 17.903
O 20.978 19.231 19.558
C 18.743 19.110 18.389
F 18.097 18.817 17.127
F 18.690 17.923 19.009
F 18.103 20.078 19.004
C 21.537 21.001 17.040
C 21.452 22.476 16.534
H 21.755 22.476 15.500
H 20.432 22.794 16.708
H 22.151 23.194 16.992
H 21.411 20.334 16.216
H 22.566 20.904 17.453
H 20.827 18.804 17.553
C 15.613 24.965 19.874
O 14.903 24.369 18.751
O 14.812 25.036 20.917
C 16.946 24.069 20.174
F 17.629 23.428 19.144
F 17.805 24.909 20.777
F 16.589 23.074 21.006
C 15.241 25.156 17.569
C 14.328 26.358 17.574
H 14.372 27.047 18.433
H 14.466 26.892 16.614
H 13.331 25.991 17.518
H 15.063 24.493 16.742
H 16.320 25.468 17.651
H 16.031 25.879 19.576
C 15.422 18.859 24.570
O 16.248 19.085 23.462
O 14.076 18.615 24.281
C 16.157 17.764 25.347
F 17.334 18.257 25.737
F 15.487 17.285 26.388
F 16.457 16.630 24.606
C 17.211 20.100 23.563
C 17.898 20.207 22.187
H 17.268 20.621 21.368
H 18.765 20.913 22.284
H 18.268 19.227 21.899
H 17.940 19.831 24.367
H 16.676 21.098 23.767
H 15.611 19.684 25.255

***

76
Properties=species:S:1:pos:R:3 method="wB97M-V/def2-TZVPD" spin_multiplicity=6 orbital_gap_ha="0.24026 / 0.14977" homo_ev="-14.06 / -14.23" charge=+2 energy_ha=-3655.2262 mol_weight_g_mol=656.5 lumo_ev="-7.52 / -10.15" s2=8.787 largest_force_ev_per_a=8.39
Fe -0.199 -0.374 0.352
P -0.563 -1.811 -1.452
C 0.499 0.772 -1.010
O 1.319 1.403 -1.575
P 0.066 1.562 1.719
C 0.872 -2.723 -2.161
C -1.116 -0.852 -2.911
C -1.849 -3.094 -1.204
C -0.293 1.409 3.527
C 1.828 2.107 1.786
C -0.823 3.093 1.202
C 1.060 -4.102 -1.964
C 2.150 -4.752 -2.556
C 3.074 -4.035 -3.326
C 2.889 -2.662 -3.525
C 1.796 -2.014 -2.952
H 0.361 -4.671 -1.355
H 2.273 -5.830 -2.413
H 3.930 -4.544 -3.775
H 3.600 -2.088 -4.123
H 1.653 -0.943 -3.114
C -1.662 -4.021 -0.156
C -2.731 -4.851 0.192
C -3.957 -4.760 -0.468
C -4.140 -3.864 -1.526
C -3.083 -3.024 -1.883
H -0.716 -4.060 0.402
H -2.594 -5.569 1.000
H -4.793 -5.381 -0.153
H -5.093 -3.811 -2.056
H -3.234 -2.292 -2.676
C -1.024 -1.414 -4.198
C -1.543 -0.726 -5.295
C -2.165 0.519 -5.100
C -2.275 1.079 -3.819
C -1.756 0.381 -2.728
H -0.490 -2.351 -4.357
H -1.447 -1.157 -6.299
H -2.596 1.042 -5.949
H -2.747 2.058 -3.663
H -1.830 0.811 -1.729
C 2.268 3.402 1.475
C 3.624 3.733 1.656
C 4.539 2.792 2.135
C 4.107 1.487 2.411
C 2.760 1.175 2.256
H 1.573 4.150 1.096
H 3.957 4.749 1.409
H 5.585 3.062 2.300
H 4.793 0.710 2.748
H 2.431 0.176 2.507
C -1.478 0.774 3.924
C -1.583 0.349 5.257
C -0.597 0.674 6.206
C 0.439 1.542 5.861
C 0.578 1.921 4.527
H -2.272 0.559 3.198
H -2.447 -0.230 5.574
H -0.671 0.298 7.221
H 1.147 1.870 6.618
H 1.430 2.533 4.258
C -1.517 3.908 2.114
C -2.189 5.049 1.659
C -2.218 5.344 0.287
C -1.602 4.494 -0.640
C -0.902 3.382 -0.172
H -1.516 3.661 3.179
H -2.689 5.710 2.373
H -2.750 6.225 -0.069
H -1.654 4.695 -1.716
H -0.404 2.729 -0.890
H -2.008 -0.692 0.920
H -1.789 -0.101 0.365
O 2.119 -1.830 2.923
N 1.164 -1.537 2.161
O 0.076 -2.249 2.276

***

12
Properties=species:S:1:pos:R:3 method="wB97M-V/def2-TZVPD" orbital_gap_ha=0.24194 homo_ev=-2.35 charge=-1 energy_ha=-533.9527 mol_weight_g_mol=78.2 lumo_ev=4.23 largest_force_ev_per_a=1.85
N -0.266 2.729 -1.373
H -0.568 1.917 -1.845
H 0.701 2.714 -1.574
H -0.263 2.449 -0.388
C -0.182 -0.642 1.145
C 0.131 -1.892 0.268
S 1.522 -1.488 -0.919
H -0.450 0.280 0.559
H 0.727 -0.544 1.662
H -1.020 -0.629 1.856
H -0.741 -2.187 -0.354
H 0.409 -2.707 0.961